[1]
{
  "formula": "C20H15N4PtS",
  "method": "wB97M-V/def2-TZVPD",
  "e_homo_ev": [-10.158, -11.577],
  "total_charge": 1,
  "spin_multiplicity": 3,
  "largest_force_ev_per_a": 0.8,
  "s2": 2.019,
  "lumo_ha": [-0.1454, -0.1748],
  "species": ["Pt", "S", "C", "C", "C", "C", "C", "C", "C", "C", "C", "N", "H", "H", "H", "H", "H", "H", "C", "C", "C", "C", "C", "C", "N", "N", "C", "C", "C", "C", "C", "N", "H", "H", "H", "H", "H", "H", "H", "H", "H"],
  "coordinates": [[-0.080693, 0.281415, -0.467579], [-1.521223, 3.042228, 2.687195], [-0.007685, 2.434192, 3.201405], [0.553785, 1.565410, 2.309674], [-0.274851, 1.401734, 1.173680], [-1.424566, 2.148119, 1.232120], [-2.342306, 2.102665, 0.112769], [-3.555023, 2.764473, -0.006332], [-4.302194, 2.594558, -1.158280], [-3.829996, 1.767350, -2.169999], [-2.616752, 1.136424, -1.991685], [-1.890540, 1.298795, -0.881074], [0.392005, 2.747864, 4.152379], [1.500679, 1.071286, 2.465643], [-3.901339, 3.399151, 0.797343], [-5.250080, 3.103676, -1.266903], [-4.387086, 1.610547, -3.081317], [-2.199078, 0.480751, -2.744803], [-0.532755, -4.494431, 2.308073], [0.588063, -4.721006, 1.518275], [1.100906, -3.715582, 0.717735], [0.474271, -2.473651, 0.711900], [-0.647700, -2.236027, 1.496622], [-1.147310, -3.251882, 2.296724], [0.969218, -1.412710, -0.119153], [2.168410, -1.567311, -0.564881], [2.606610, -0.489209, -1.287289], [3.877458, -0.488272, -1.870351], [4.286502, 0.634669, -2.546313], [3.432450, 1.743282, -2.625263], [2.198240, 1.680691, -2.032056], [1.784130, 0.574897, -1.379371], [-0.924553, -5.286300, 2.931605], [1.067676, -5.690211, 1.523362], [1.969385, -3.886514, 0.100273], [-1.115149, -1.259321, 1.507491], [-2.014986, -3.066199, 2.914950], [4.497713, -1.365742, -1.765336], [5.263652, 0.665864, -3.007884], [3.730437, 2.644644, -3.139873], [1.504274, 2.509682, -2.053478]],
  "forces_ev_per_a": [[-0.61, -0.49, 0.10], [0.05, 0.06, 0.00], [-0.01, -0.05, 0.00], [-0.05, 0.01, -0.01], [0.10, -0.02, 0.09], [0.00, -0.08, -0.11], [0.01, 0.00, 0.05], [0.01, -0.03, -0.02], [0.02, -0.01, 0.01], [0.01, -0.01, 0.01], [-0.01, -0.02, -0.06], [0.26, 0.27, 0.02], [0.00, -0.01, 0.02], [0.01, 0.00, 0.01], [0.00, 0.00, 0.01], [-0.01, 0.00, -0.01], [-0.01, 0.00, 0.00], [-0.02, 0.01, 0.00], [0.02, -0.03, 0.00], [-0.01, 0.01, 0.00], [-0.04, -0.06, 0.03], [0.06, 0.30, -0.15], [0.01, -0.10, 0.06], [0.00, 0.05, -0.03], [0.09, -0.15, 0.18], [0.12, 0.26, -0.07], [-0.15, -0.32, 0.29], [0.01, 0.08, -0.04], [-0.03, -0.03, 0.03], [0.00, 0.04, -0.02], [0.00, -0.10, 0.02], [0.16, 0.42, -0.35], [0.00, 0.00, 0.00], [0.00, -0.01, 0.01], [0.00, 0.02, 0.00], [0.00, 0.01, -0.01], [0.00, -0.01, 0.00], [-0.01, -0.02, 0.00], [0.00, 0.01, 0.00], [0.01, 0.00, 0.00], [0.00, 0.00, -0.01]]
}

=====

[2]
{
  "formula": "C3H12N2OS",
  "method": "wB97M-V/def2-TZVPD",
  "e_homo_ev": -8.536,
  "smiles": "NC[C@@H](N)CS.O",
  "spin_multiplicity": 1,
  "largest_force_ev_per_a": 5.4,
  "de_lowest_kj_mol": 147.4,
  "lumo_ha": 0.0113,
  "species": ["N", "C", "C", "S", "C", "N", "H", "H", "H", "H", "H", "H", "H", "H", "H", "H", "H", "H", "O"],
  "coordinates": [[1.613582, -1.003688, -0.018935], [0.381258, -0.260601, -0.187383], [-0.326129, -0.636863, -1.484793], [0.522389, -0.925391, -3.006474], [-0.707747, -0.507681, 0.810653], [-0.430009, -0.191179, 2.258095], [1.462204, -2.040725, 0.177239], [1.571196, -1.500332, -2.497994], [2.186034, -0.638173, 0.771542], [0.589338, 0.871923, -0.363789], [-1.068980, 0.174014, -1.797567], [-1.033761, -1.509539, -1.289436], [-1.647080, -0.036431, 0.447337], [-0.769837, -1.685441, 0.811778], [0.201908, 0.601431, 2.340731], [-1.294448, 0.045290, 2.763346], [-0.191969, 3.340911, 0.745930], [-0.413436, 3.261625, -0.655300], [-0.644513, 2.640849, 0.175019]],
  "forces_ev_per_a": [[0.80, -1.16, 1.16], [0.35, 1.99, -1.39], [-3.06, -0.32, -0.52], [-0.01, 0.50, -0.97], [-0.47, -1.95, 2.13], [-0.16, 0.31, -0.76], [-0.02, 1.91, -0.26], [0.99, -0.57, 0.44], [-0.77, -0.43, -0.89], [0.12, -1.99, 0.95], [0.99, -0.77, 0.74], [1.03, 0.75, -0.20], [0.49, -0.45, 0.30], [-0.53, 2.09, -0.17], [-0.25, -0.01, -0.06], [0.61, -0.14, -0.50], [-0.97, -1.76, 0.10], [-1.23, -2.62, 1.77], [2.08, 4.62, -1.86]]
}

=====

[3]
{
  "formula": "C39H75NNbO16Si",
  "method": "wB97M-V/def2-TZVPD",
  "e_homo_ev": -3.861,
  "total_charge": -1,
  "spin_multiplicity": 1,
  "largest_force_ev_per_a": 2.7,
  "de_lowest_kj_mol": 0.0,
  "lumo_ha": 0.0713,
  "species": ["C", "C", "C", "C", "C", "C", "C", "C", "C", "C", "Nb", "C", "C", "C", "C", "N", "C", "C", "O", "Si", "C", "C", "C", "H", "H", "H", "H", "H", "H", "H", "H", "H", "H", "H", "H", "H", "H", "H", "H", "H", "H", "H", "H", "H", "H", "H", "H", "H", "H", "H", "H", "H", "H", "H", "H", "H", "H", "H", "H", "H", "H", "H", "H", "H", "H", "H", "H", "H", "C", "C", "C", "O", "C", "O", "O", "H", "H", "H", "H", "H", "H", "C", "C", "C", "O", "C", "O", "O", "H", "H", "H", "H", "H", "H", "C", "C", "C", "O", "C", "O", "O", "H", "H", "H", "H", "H", "H", "C", "C", "C", "O", "C", "O", "O", "H", "H", "H", "H", "H", "H", "C", "C", "C", "O", "C", "O", "O", "H", "H", "H", "H", "H", "H"],
  "coordinates": [[3.168162, -1.832845, 4.790418], [2.507851, -0.483916, 5.039956], [2.172084, -0.077094, 6.429659], [2.252249, 0.372232, 3.957092], [3.331671, 1.241617, 3.329058], [2.719341, 2.243094, 2.328826], [3.020773, 1.834040, 0.879164], [4.490379, 2.265247, 0.570583], [2.119394, 2.506350, -0.146431], [0.609208, 2.162585, -0.080904], [0.002797, -0.024560, -0.096480], [1.763391, -0.694807, -1.395562], [2.041518, -2.213646, -1.189050], [3.513788, -2.610927, -1.392919], [3.625153, -4.096996, -1.756222], [3.107084, -4.303282, -3.111871], [-1.785341, 0.253046, 1.321743], [-1.868745, -0.915629, 2.284227], [-3.005710, -0.798617, 3.201177], [-2.771726, -1.678879, 4.586711], [-4.410671, -2.097069, 5.423168], [-1.854988, -3.296506, 4.297221], [-1.693881, -0.611753, 5.707625], [2.817392, -2.551725, 5.526416], [4.267296, -1.779077, 4.814023], [2.880873, -2.146482, 3.793870], [1.369032, 0.664941, 6.407629], [1.873305, -0.925186, 7.054508], [3.046336, 0.415326, 6.863923], [1.279112, 0.433620, 3.465971], [4.011135, 0.589947, 2.759370], [3.864580, 1.735003, 4.136967], [3.177678, 3.219705, 2.501008], [1.656184, 2.344594, 2.540332], [3.018007, 0.749000, 0.821694], [4.500284, 2.817329, -0.370246], [4.895330, 2.940736, 1.322199], [5.150777, 1.412022, 0.423124], [2.481653, 2.265250, -1.147546], [2.239549, 3.592943, -0.034334], [0.210006, 2.651838, 0.814281], [0.099617, 2.641595, -0.924324], [0.995796, -0.395881, 1.413742], [-0.518151, -1.800975, -0.136602], [-1.064547, 0.231585, -1.594620], [2.683313, -0.176497, -1.120643], [1.504837, -0.570484, -2.443480], [1.352079, -2.829803, -1.758784], [1.815031, -2.438291, -0.145427], [4.025273, -2.013354, -2.150873], [4.002076, -2.519716, -0.421389], [4.647990, -4.466935, -1.629540], [2.953529, -4.622851, -1.074679], [3.233730, -5.251846, -3.430215], [3.543402, -3.641703, -3.737877], [-1.634734, 1.145639, 1.932376], [-2.718614, 0.350760, 0.762317], [-2.014698, -1.822272, 1.701304], [-0.918388, -0.960869, 2.819381], [-4.285138, -1.943116, 6.493768], [-5.204783, -1.465770, 5.033596], [-4.618557, -3.149958, 5.247124], [-0.874342, -3.107724, 3.860140], [-1.658888, -3.748472, 5.271921], [-2.372398, -3.989226, 3.636548], [-2.342798, 0.115101, 6.197029], [-1.020189, -0.043245, 5.067899], [-1.135753, -1.215436, 6.416659], [8.749537, -5.789742, -0.298456], [7.438722, -6.445702, -0.649217], [7.518909, -7.915114, -0.992383], [6.378331, -8.083247, -1.843144], [6.137689, -6.885177, -2.437604], [5.373813, -6.711400, -3.326580], [6.894596, -5.913859, -1.869510], [8.649029, -4.705543, -0.321112], [9.072902, -6.092115, 0.697252], [9.526607, -6.058940, -1.015721], [6.705235, -6.267750, 0.142354], [7.451322, -8.567783, -0.125535], [8.415582, -8.163131, -1.565926], [-7.219882, 2.458650, 1.343459], [-6.013388, 3.124826, 0.734193], [-5.440609, 2.439737, -0.484214], [-4.069930, 2.860234, -0.438425], [-3.764184, 3.094969, 0.857939], [-2.664300, 3.281170, 1.263154], [-4.882325, 3.081383, 1.624242], [-7.404697, 2.854171, 2.342537], [-8.100248, 2.627276, 0.725247], [-7.064464, 1.384230, 1.440607], [-6.228610, 4.178131, 0.526857], [-5.907239, 2.751287, -1.415318], [-5.469722, 1.352518, -0.409238], [-1.319783, 5.939054, 0.927781], [-2.014348, 7.212617, 0.525783], [-1.511880, 8.468037, 1.195074], [-2.667223, 9.321557, 1.141336], [-3.759476, 8.515783, 1.126614], [-4.877512, 8.899228, 1.258755], [-3.399955, 7.227085, 0.944427], [-1.893222, 5.065910, 0.615957], [-0.329325, 5.887278, 0.473986], [-1.210999, 5.873409, 2.011413], [-2.002819, 7.318493, -0.563180], [-0.671890, 8.926991, 0.679662], [-1.252565, 8.307420, 2.243661], [2.968825, -2.124686, -7.235177], [2.336218, -1.631172, -5.958466], [0.895608, -1.194358, -6.075555], [0.783438, -0.255749, -5.006441], [2.014588, 0.275751, -4.794929], [2.235835, 1.195161, -4.086484], [2.954838, -0.414373, -5.503646], [4.052181, -2.172430, -7.129137], [2.596144, -3.117715, -7.486060], [2.753720, -1.449700, -8.065705], [2.451686, -2.376034, -5.166256], [0.184960, -2.007491, -5.947938], [0.690899, -0.674063, -7.016205], [-8.073637, 1.989914, -5.873360], [-7.280028, 1.411100, -4.730179], [-7.199710, -0.096956, -4.693126], [-6.995000, -0.346720, -3.298079], [-7.555410, 0.677826, -2.615182], [-7.709161, 0.700610, -1.439017], [-7.910212, 1.679296, -3.461855], [-8.298948, 3.039257, -5.687201], [-7.513223, 1.910550, -6.804374], [-9.025500, 1.469969, -5.992370], [-6.281482, 1.855757, -4.701028], [-6.380011, -0.502587, -5.280337], [-8.135304, -0.574820, -4.994348]],
  "forces_ev_per_a": [[1.53, 1.39, -0.03], [-0.21, -0.16, -0.98], [-1.70, -0.89, -0.34], [0.30, 0.18, 0.68], [-0.39, -1.72, -1.56], [0.29, -0.28, 0.13], [1.01, 0.88, 0.27], [-0.35, -0.07, -0.46], [-0.81, -0.22, -0.23], [0.68, -0.17, 0.27], [0.11, 2.55, -0.91], [-0.68, -1.82, 0.89], [0.39, 0.74, 0.57], [-0.44, -1.11, 0.08], [-0.47, 0.38, -0.28], [-0.26, 0.17, 0.27], [0.54, -1.14, 0.55], [-0.63, 0.62, -0.93], [0.16, -0.61, 0.36], [0.22, 0.24, -0.03], [0.65, 0.18, -0.27], [0.23, 0.35, 0.00], [-0.53, -0.15, -0.48], [0.01, -0.01, 0.11], [0.07, -0.41, 0.17], [0.01, -0.26, -0.03], [-0.04, 0.08, 0.12], [0.08, 0.10, 0.31], [0.10, -0.02, 0.00], [-0.68, 1.38, 1.35], [0.57, 0.31, 0.18], [0.13, -0.04, 0.07], [-0.15, 0.16, -0.03], [-0.14, -0.05, -0.13], [-0.56, -0.12, -0.15], [0.09, 0.02, -0.09], [0.14, -0.13, 0.16], [0.15, -0.02, 0.21], [0.11, -0.06, -0.05], [0.19, 0.08, 0.02], [-0.31, -0.15, 0.08], [-0.05, -0.01, -0.08], [0.04, -0.44, 0.33], [-0.06, -0.11, -0.08], [-0.30, -0.34, -0.02], [-0.07, 0.44, -0.20], [0.07, 0.51, -0.08], [0.05, 0.02, -0.32], [-0.01, -0.24, 0.03], [0.05, 0.19, 0.04], [0.36, 0.47, -0.11], [0.06, -0.02, 0.03], [0.16, -0.25, 0.12], [0.27, 0.04, -0.16], [0.23, -0.25, -0.18], [0.10, 0.27, -0.25], [-0.03, 0.02, -0.11], [0.15, -0.26, 0.19], [-0.04, -0.20, 0.25], [-0.19, 0.03, 0.12], [-0.19, -0.03, 0.09], [-0.27, -0.05, -0.03], [0.05, 0.07, -0.10], [-0.19, -0.23, 0.02], [-0.12, -0.12, 0.09], [0.10, 0.00, 0.29], [0.25, -0.04, 0.04], [0.11, 0.13, 0.27], [0.10, 0.13, -0.27], [0.34, 0.13, 0.14], [-0.12, -0.12, 0.11], [0.08, 0.05, 0.00], [0.01, 0.15, 0.05], [-0.06, -0.11, -0.16], [-0.06, -0.19, 0.02], [-0.07, 0.00, 0.11], [-0.04, -0.01, 0.01], [-0.02, -0.04, -0.01], [-0.05, -0.05, -0.03], [-0.17, -0.06, -0.06], [0.06, 0.10, 0.04], [0.10, -0.16, 0.30], [-0.35, -0.21, 0.09], [0.08, 0.05, -0.14], [-0.08, 0.06, 0.00], [-0.02, -0.24, 0.08], [-0.04, 0.08, 0.13], [0.07, 0.13, -0.18], [-0.03, 0.11, -0.05], [0.03, 0.00, -0.05], [0.02, -0.01, -0.07], [0.08, 0.01, -0.04], [0.16, 0.11, -0.04], [-0.07, 0.00, 0.09], [-0.21, -0.05, 0.10], [0.32, -0.36, 0.16], [0.02, 0.16, -0.12], [0.05, -0.04, 0.04], [-0.03, -0.14, 0.01], [-0.07, 0.07, 0.01], [0.03, 0.22, -0.11], [0.23, 0.17, -0.07], [-0.01, 0.02, -0.03], [-0.02, 0.03, 0.01], [-0.05, 0.09, 0.01], [-0.11, 0.15, -0.05], [0.01, -0.12, -0.01], [0.14, 0.25, -0.11], [0.18, -0.17, -0.28], [-0.15, -0.11, 0.14], [0.06, 0.05, -0.15], [-0.04, -0.13, 0.09], [0.15, 0.34, -0.13], [-0.18, -0.02, 0.09], [-0.01, -0.11, 0.07], [-0.01, -0.01, 0.04], [-0.04, 0.01, 0.02], [-0.12, 0.03, 0.04], [-0.04, 0.07, 0.18], [0.10, -0.06, -0.07], [-0.29, 0.05, 0.13], [-0.16, 0.12, -0.33], [0.19, -0.08, -0.02], [-0.10, 0.03, -0.06], [0.01, -0.03, -0.03], [-0.15, 0.01, 0.08], [0.17, -0.10, 0.04], [0.12, 0.03, -0.03], [0.04, 0.00, 0.02], [0.02, -0.04, 0.02], [0.03, -0.06, 0.05], [0.10, -0.05, 0.18], [-0.04, 0.10, -0.06]]
}

=====

[4]
{
  "formula": "CH6S3",
  "method": "wB97M-V/def2-TZVPD",
  "e_homo_ev": [-13.487, -13.449],
  "total_charge": 1,
  "spin_multiplicity": 2,
  "largest_force_ev_per_a": 1.2,
  "s2": 0.754,
  "de_lowest_kj_mol": 34.2,
  "lumo_ha": [-0.1738, -0.3247],
  "species": ["S", "H", "H", "C", "S", "S", "H", "H", "H", "H"],
  "coordinates": [[-2.759171, 1.153300, 0.362525], [-2.473781, 0.141617, -0.469513], [-2.838874, 0.303237, 1.394943], [1.618728, 0.313870, -0.849131], [0.263280, -0.838650, -0.755372], [-0.220095, -1.026925, 1.173059], [1.165408, 1.280818, -0.615849], [2.303381, 0.198064, -0.001851], [2.090543, 0.225633, -1.821735], [0.850582, -1.750964, 1.582924]],
  "forces_ev_per_a": [[0.21, -0.08, -0.02], [-0.24, 0.02, -0.14], [-0.15, 0.08, 0.06], [0.30, -0.14, 1.15], [-0.31, 0.28, -0.12], [-0.07, -0.49, 0.10], [-0.21, 0.17, -0.58], [0.20, -0.41, -0.32], [-0.01, 0.16, -0.05], [0.28, 0.41, -0.07]]
}